{"formula": "C60H74BN6O4S3W", "method": "ωB97M-V/def2-TZVPD", "e_lumo_ev": [-3.48, -3.64], "charge": 1, "homo_energy_ev": [-8.607, -9.051], "symbols": ["W", "C", "C", "C", "C", "C", "C", "C", "N", "C", "C", "C", "C", "C", "C", "O", "C", "C", "C", "C", "C", "C", "C", "C", "C", "O", "C", "C", "C", "C", "C", "C", "H", "H", "H", "H", "H", "H", "H", "H", "H", "H", "H", "H", "H", "H", "H", "H", "H", "H", "H", "H", "H", "H", "H", "H", "H", "H", "H", "H", "H", "H", "H", "H", "H", "H", "H", "H", "H", "H", "H", "H", "C", "C", "C", "C", "C", "C", "C", "C", "S", "C", "N", "C", "C", "C", "C", "C", "C", "C", "C", "H", "H", "H", "H", "H", "H", "H", "H", "H", "H", "H", "H", "H", "H", "H", "H", "N", "C", "S", "N", "C", "C", "C", "C", "C", "C", "H", "H", "H", "H", "H", "H", "H", "H", "C", "N", "C", "N", "S", "H", "H", "H", "H", "H", "H", "O", "B", "O", "C", "C", "C", "C", "C", "C", "H", "H", "H", "H"], "positions_angstrom": [[-0.636477, 0.977034, 1.220995], [-0.629368, -5.633341, -2.249613], [-1.070064, -4.312007, -2.895836], [-2.362674, -4.545266, -3.688733], [0.016878, -3.876284, -3.881576], [-1.315188, -3.286146, -1.801618], [-0.665555, -2.065146, -1.769386], [-0.901032, -1.194229, -0.707243], [-0.337261, 0.037000, -0.471305], [0.648973, 0.595394, -1.279828], [0.646113, 0.675202, -2.661714], [1.732900, 1.237525, -3.307944], [2.865352, 1.529209, -2.543512], [2.910331, 1.443369, -1.156279], [1.698093, 1.138331, -0.502304], [1.416163, 1.283025, 0.790107], [4.221652, 1.448594, -0.376219], [4.408437, -0.006246, 0.097653], [4.185884, 2.356589, 0.857641], [5.433875, 1.828380, -1.231707], [1.734352, 1.444056, -4.814091], [0.357700, 1.173655, -5.433772], [2.115782, 2.896307, -5.136188], [2.743895, 0.478465, -5.449864], [-1.734519, -1.564658, 0.382685], [-1.735848, -0.683696, 1.391333], [-2.425191, -2.790716, 0.338290], [-2.205535, -3.595864, -0.770819], [-3.330202, -3.206068, 1.488125], [-4.467024, -2.184433, 1.641734], [-3.955229, -4.589283, 1.283995], [-2.486933, -3.232623, 2.771048], [-0.377856, -6.356431, -3.021747], [0.244369, -5.476268, -1.621847], [-1.418344, -6.057362, -1.635189], [-2.198019, -5.325240, -4.427857], [-3.176967, -4.860529, -3.042704], [-2.667664, -3.639856, -4.209449], [0.120558, -4.628384, -4.660315], [-0.241235, -2.936268, -4.362756], [0.977304, -3.771678, -3.383695], [0.056451, -1.781210, -2.514312], [-0.229068, 0.338906, -3.189487], [3.751627, 1.838936, -3.070759], [3.610098, -0.288592, 0.782302], [4.391597, -0.683495, -0.754920], [5.359521, -0.123676, 0.614906], [3.264894, 2.194757, 1.409886], [5.018559, 2.123052, 1.517812], [4.266599, 3.403947, 0.575376], [5.590417, 1.101664, -2.024811], [5.321255, 2.816148, -1.674864], [6.328415, 1.838098, -0.610578], [-0.400129, 1.805350, -4.975270], [0.387602, 1.394453, -6.498986], [0.066990, 0.131129, -5.322564], [1.451990, 3.582143, -4.612725], [3.136708, 3.122248, -4.839847], [2.025409, 3.073442, -6.206561], [2.490393, -0.549113, -5.195236], [2.734820, 0.574303, -6.533859], [3.753563, 0.676617, -5.100300], [-2.725250, -4.534483, -0.825022], [-5.179054, -2.271633, 0.820761], [-5.001003, -2.358951, 2.574744], [-4.070136, -1.172003, 1.664380], [-4.613319, -4.610609, 0.414765], [-3.181445, -5.345941, 1.169424], [-4.555652, -4.837762, 2.157954], [-2.103210, -2.240005, 2.991166], [-3.092026, -3.567992, 3.610674], [-1.642389, -3.908488, 2.649458], [3.522495, -4.789196, 2.176931], [2.030505, -4.496181, 2.404608], [1.346856, -4.513632, 1.035011], [1.398451, -5.586478, 3.279164], [1.915092, -3.154692, 3.106788], [2.652853, -2.946711, 4.282188], [2.752909, -1.704386, 4.875709], [2.049359, -0.655255, 4.316163], [2.059134, 1.032070, 4.767031], [0.848199, 1.329504, 3.550028], [0.484288, 0.242455, 2.852432], [1.177482, -0.869657, 3.233634], [1.144654, -2.117431, 2.608858], [0.227412, 2.584558, 3.314535], [0.867070, 3.804015, 3.631534], [0.249866, 5.009522, 3.422208], [-1.059191, 5.046800, 2.899755], [-1.722737, 3.880656, 2.622664], [-1.139570, 2.601526, 2.829287], [3.634220, -5.714162, 1.617392], [4.065220, -4.894821, 3.111321], [3.980295, -3.982138, 1.607135], [1.548157, -5.470088, 0.558855], [1.734202, -3.729049, 0.389452], [0.268620, -4.403996, 1.113603], [1.472362, -6.551249, 2.783075], [0.346112, -5.367440, 3.450406], [1.894211, -5.660008, 4.243140], [3.181811, -3.769867, 4.735192], [3.373400, -1.547209, 5.743455], [0.512771, -2.231265, 1.739879], [1.863766, 3.752086, 4.047502], [0.757833, 5.931194, 3.669491], [-1.556603, 5.996036, 2.763273], [-2.750570, 3.909199, 2.284488], [1.848332, 4.400984, 0.268381], [0.877061, 4.207678, -0.619961], [-0.518307, 3.305484, -0.252559], [0.879665, 4.785361, -1.828533], [1.826048, 5.576558, -2.505151], [3.204239, 5.429036, -2.365135], [4.057753, 6.223910, -3.114861], [3.558472, 7.154776, -4.009817], [2.188718, 7.281767, -4.167761], [1.329459, 6.498908, -3.425279], [1.831347, 3.877180, 1.130976], [2.613807, 5.029435, 0.081892], [-0.014682, 4.695735, -2.297449], [3.614458, 4.657887, -1.729779], [5.125738, 6.098633, -3.013983], [4.229420, 7.757880, -4.600912], [1.782010, 7.978531, -4.882453], [0.263118, 6.589089, -3.569188], [-5.487539, 3.018752, -0.777818], [-5.287999, 1.619116, -1.063173], [-4.150713, 0.992087, -0.768608], [-3.968166, -0.275470, -1.150339], [-2.936517, 1.865415, 0.031940], [-6.509226, 3.299172, -1.009525], [-4.799177, 3.619028, -1.372215], [-5.272078, 3.212697, 0.272208], [-5.986377, 1.139974, -1.610022], [-4.716046, -0.833709, -1.531363], [-3.148717, -0.775891, -0.813111], [-3.476995, 1.516482, 2.797796], [-2.104007, 1.385263, 3.083991], [-1.928918, 0.393774, 4.070786], [-3.178348, -0.065398, 4.365889], [-3.573966, -1.020151, 5.279580], [-4.939582, -1.243421, 5.406036], [-5.870343, -0.546478, 4.647135], [-5.475026, 0.402563, 3.714608], [-4.120039, 0.625305, 3.593241], [-2.851125, -1.546149, 5.881109], [-5.286205, -1.981162, 6.114055], [-6.925304, -0.737656, 4.773259], [-6.189828, 0.956958, 3.127924]], "forces_ev_per_angstrom": [[0.4, 0.1, -3.6], [0.0, 0.1, -0.1], [0.0, -0.1, -0.2], [0.1, 0.0, 0.1], [-0.2, 0.0, 0.2], [0.1, 0.2, -0.1], [0.0, 0.1, 0.1], [-0.7, -0.6, 0.8], [0.2, -0.1, -0.1], [0.6, 0.2, 0.2], [0.1, 0.0, 0.1], [-0.4, -0.2, -0.1], [0.0, 0.1, 0.2], [0.0, 0.1, 0.2], [-0.8, -0.2, -0.7], [0.0, -0.3, 0.7], [0.2, 0.0, 0.1], [0.0, 0.1, 0.0], [0.0, -0.1, 0.0], [-0.2, -0.1, 0.1], [0.1, 0.0, -0.2], [0.3, 0.1, 0.1], [0.0, -0.2, 0.0], [-0.1, 0.1, 0.0], [0.9, -0.2, -1.1], [-0.1, 0.0, 0.5], [-0.1, 0.1, 0.2], [0.0, 0.2, 0.2], [-0.2, 0.0, 0.1], [0.2, 0.0, 0.0], [0.2, 0.3, 0.0], [-0.1, 0.1, -0.1], [0.0, -0.1, -0.1], [0.1, 0.0, 0.1], [-0.1, -0.1, 0.1], [0.0, -0.1, -0.1], [-0.1, 0.0, 0.1], [0.0, 0.1, 0.0], [0.0, -0.1, -0.1], [0.0, 0.1, -0.1], [0.2, 0.1, 0.0], [0.1, 0.0, -0.2], [-0.1, 0.0, -0.1], [0.2, 0.0, 0.0], [-0.1, -0.1, 0.1], [0.0, -0.1, 0.0], [0.1, 0.0, 0.1], [0.0, 0.0, 0.1], [0.2, 0.0, 0.0], [0.0, 0.2, 0.0], [0.1, 0.0, -0.2], [0.0, 0.1, -0.1], [0.0, 0.0, 0.1], [-0.2, 0.0, 0.0], [0.0, 0.0, -0.1], [-0.1, -0.1, 0.0], [-0.1, 0.1, 0.0], [0.1, 0.1, 0.1], [0.0, 0.1, -0.1], [0.0, -0.1, 0.0], [0.0, 0.0, -0.1], [0.1, 0.0, 0.0], [-0.1, -0.2, 0.0], [-0.1, 0.0, -0.1], [-0.1, 0.0, 0.1], [-0.1, 0.0, 0.0], [0.0, 0.0, -0.1], [0.0, -0.2, 0.0], [0.0, 0.0, 0.0], [0.1, 0.0, 0.1], [-0.1, -0.1, 0.1], [0.1, -0.1, 0.0], [-0.2, 0.0, 0.0], [0.0, -0.2, -0.1], [0.1, 0.1, 0.2], [0.1, 0.1, -0.1], [-0.2, 0.2, -0.2], [0.1, 0.4, 0.2], [0.1, -0.3, 0.0], [-0.5, 0.6, -0.3], [-0.5, -0.3, -0.5], [0.8, -2.2, 0.3], [0.2, 2.4, 0.9], [0.6, -0.7, 0.4], [-0.1, 0.0, 0.0], [-1.7, 1.6, 0.2], [0.1, -1.0, -0.1], [-0.7, 0.1, -0.3], [0.5, 0.1, 0.4], [-0.2, -0.6, 0.2], [1.8, 1.2, 0.3], [0.0, -0.1, -0.1], [0.1, 0.0, 0.1], [0.1, 0.0, -0.1], [0.0, -0.1, -0.1], [0.0, 0.1, -0.1], [-0.2, 0.1, 0.0], [0.0, -0.1, 0.0], [-0.1, 0.0, 0.0], [0.0, 0.0, 0.1], [0.1, -0.1, 0.0], [0.1, 0.0, 0.1], [0.0, -0.1, -0.1], [0.1, 0.1, 0.0], [0.0, 0.0, 0.0], [0.0, 0.0, -0.1], [0.0, 0.0, -0.1], [0.0, 0.2, -0.4], [0.2, -0.3, 0.7], [-0.6, 0.1, -0.4], [-0.3, -0.1, -0.1], [0.4, 0.4, -0.1], [-0.2, -0.1, 0.1], [0.0, 0.1, 0.0], [0.1, 0.0, 0.0], [0.0, -0.1, 0.0], [0.0, -0.1, 0.2], [-0.1, 0.0, -0.1], [0.0, -0.1, 0.0], [0.2, -0.2, 0.0], [0.0, -0.1, 0.1], [0.1, 0.0, 0.0], [0.1, 0.1, 0.0], [0.0, 0.1, -0.1], [-0.2, 0.0, 0.0], [0.1, 0.4, 0.1], [-0.2, -0.3, -0.1], [0.8, -0.6, 0.2], [-0.2, -0.1, -0.1], [-0.2, 0.7, -0.1], [-0.1, -0.1, 0.0], [0.0, 0.1, 0.0], [-0.1, 0.0, 0.0], [0.1, 0.0, 0.0], [0.0, 0.1, 0.0], [-0.3, 0.1, -0.2], [0.4, 0.4, 0.1], [-1.1, -1.2, 0.9], [0.0, 0.2, 0.3], [-0.8, 0.2, -0.2], [0.3, 0.2, -0.1], [-0.1, -0.1, 0.0], [0.0, 0.0, 0.0], [0.3, 0.2, -0.1], [0.2, -0.5, 0.7], [0.1, -0.1, 0.1], [0.0, 0.0, 0.1], [-0.1, -0.1, 0.1], [-0.1, 0.1, -0.1]], "lowdin_charge": [1.486, -0.034, -0.551, -0.039, -0.056, -0.160, 0.053, -0.204, -0.078, -0.234, 0.026, -0.165, 0.023, -0.097, -0.310, -0.241, -0.521, -0.027, -0.043, -0.050, -0.550, -0.058, -0.037, -0.035, -0.316, -0.236, -0.105, 0.019, -0.511, -0.022, -0.050, -0.019, 0.089, 0.074, 0.080, 0.087, 0.078, 0.088, 0.088, 0.078, 0.089, 0.097, 0.112, 0.103, 0.079, 0.095, 0.088, 0.056, 0.090, 0.068, 0.087, 0.073, 0.091, 0.087, 0.087, 0.078, 0.075, 0.078, 0.088, 0.087, 0.087, 0.079, 0.096, 0.086, 0.085, 0.067, 0.087, 0.087, 0.091, 0.068, 0.090, 0.075, -0.037, -0.550, -0.058, -0.029, -0.153, -0.012, -0.059, -0.425, 1.171, -0.513, -0.044, -0.246, 0.075, -0.209, -0.035, -0.036, -0.039, -0.062, -0.192, 0.088, 0.076, 0.092, 0.084, 0.092, 0.073, 0.090, 0.081, 0.081, 0.115, 0.116, 0.107, 0.108, 0.117, 0.117, 0.118, 0.173, -0.713, 0.741, 0.069, -0.240, -0.034, -0.068, -0.076, -0.068, -0.026, 0.080, 0.106, 0.124, 0.090, 0.110, 0.108, 0.110, 0.117, -0.109, -0.046, -0.724, 0.157, 0.762, 0.091, 0.084, 0.069, 0.148, 0.124, 0.062, 0.099, -0.723, 0.170, -0.187, 0.006, -0.083, -0.089, 0.002, -0.203, 0.125, 0.106, 0.106, 0.121]}